Density functional theory data (the ωB97M-V functional and the def2-TZVPD basis) for a single C19H25N3O4 molecule.

Each atom is followed by the atoms it is bonded to, with distances in Å.
Positions of all 51 atoms, in Å:
1 H 3.05 -0.08 2.58  C17 1.090
2 C 0.17 -1.75 5.18  H8 1.079, C15 1.377, C28 1.395
3 N -1.76 1.10 -2.03  N9 1.334, C31 1.319
4 H -1.66 -1.69 -3.48  C10 1.095
5 O 1.59 -1.11 0.81  C18 1.212
6 H -3.39 -4.21 5.00  C43 1.089
7 O 0.20 0.59 -4.73  C26 1.325, C47 1.430
8 H 0.48 -2.41 5.98  C2 1.079
9 N -1.07 0.06 -2.50  N3 1.334, C10 1.430, C32 1.357
10 C -1.53 -0.62 -3.66  H4 1.095, N9 1.430, H14 1.094, C26 1.528
11 C 1.03 -1.24 -2.13  H25 1.091, C32 1.483, H45 1.088, H49 1.087
12 C 0.57 0.14 3.74  C15 1.390, C30 1.385, C50 1.504
13 C 1.91 2.08 -5.44  H24 1.087, H27 1.087, H42 1.086, C47 1.516
14 H -2.51 -0.20 -3.91  C10 1.094
15 C 0.97 -0.71 4.76  C2 1.377, C12 1.390, H21 1.081
16 C -1.48 -1.14 3.55  C28 1.389, C30 1.384, H35 1.079
17 C 2.41 0.70 2.16  H1 1.090, C18 1.521, H44 1.093, C50 1.539
18 C 1.63 0.08 1.01  O5 1.212, C17 1.521, N38 1.357
19 C 0.06 0.78 -0.77  C31 1.414, C32 1.386, N38 1.402
20 O -1.78 -3.03 5.06  C28 1.363, C43 1.406
21 H 1.93 -0.55 5.24  C15 1.081
22 H -1.01 0.54 2.34  C30 1.081
23 H -0.85 3.54 -0.23  C33 1.091
24 H 2.47 1.90 -4.52  C13 1.087
25 H 1.84 -0.83 -2.74  C11 1.091
26 C -0.62 -0.45 -4.88  O7 1.325, C10 1.528, O39 1.202
27 H 1.26 2.94 -5.28  C13 1.087
28 C -1.06 -1.98 4.58  C2 1.395, C16 1.389, O20 1.363
29 H -3.73 -2.51 4.58  C43 1.095
30 C -0.66 -0.10 3.14  C12 1.385, C16 1.384, H22 1.081
31 C -1.10 1.55 -0.98  N3 1.319, C19 1.414, C33 1.488
32 C 0.06 -0.17 -1.78  N9 1.357, C11 1.483, C19 1.386
33 C -1.57 2.72 -0.18  H23 1.091, C31 1.488, H34 1.090, H36 1.086
34 H -1.71 2.45 0.86  C33 1.090
35 H -2.42 -1.29 3.06  C16 1.079
36 H -2.52 3.07 -0.59  C33 1.086
37 H 1.73 -0.02 -5.97  C47 1.096
38 N 0.98 1.01 0.26  C18 1.357, C19 1.402, H51 1.010
39 O -0.66 -1.16 -5.84  C26 1.202
40 H -2.90 -3.57 3.41  C43 1.095
41 H 2.07 1.62 4.07  C50 1.092
42 H 2.61 2.31 -6.24  C13 1.086
43 C -3.01 -3.34 4.47  H6 1.089, O20 1.406, H29 1.095, H40 1.095
44 H 3.05 1.51 1.78  C17 1.093
45 H 1.46 -1.65 -1.22  C11 1.088
46 H 0.87 2.06 2.85  C50 1.093
47 C 1.09 0.86 -5.81  O7 1.430, C13 1.516, H37 1.096, H48 1.095
48 H 0.51 1.03 -6.72  C47 1.095
49 H 0.55 -2.04 -2.70  C11 1.087
50 C 1.47 1.24 3.25  C12 1.504, C17 1.539, H41 1.092, H46 1.093
51 H 1.00 1.97 0.58  N38 1.010

## Properties
* highest occupied orbital energy: -0.3046 hartree
* energy above the lowest of the compared OMol25 structures with the same formula, charge and spin: 199.8 kJ/mol
* total charge: 0
* SMILES: CCOC(=O)Cn1nc(C)c(NC(=O)CCc2ccc(OC)cc2)c1C